(1)
Entry from the Open Molecules 2025 dataset: C8H18Si in the gas phase in a non-equilibrium geometry (ωB97M-V with the def2-TZVPD basis set).

XYZ file:
```
27
Properties=species:S:1:pos:R:3
C -1.338 1.504 -0.600
C -1.149 1.878 0.820
C -0.804 0.465 0.384
C -1.849 -1.742 -0.522
C 1.642 -1.225 1.376
C 2.081 1.576 -0.068
C 1.227 -0.761 -1.726
C -1.763 -0.694 0.684
Si 1.035 -0.013 0.021
H -2.235 1.330 -1.077
H -0.426 1.927 -1.186
H -0.273 2.443 1.046
H -1.969 2.080 1.577
H -2.916 -1.716 -0.602
H -1.609 -2.725 -0.028
H -1.148 -1.526 -1.278
H 2.688 -1.408 1.659
H 1.184 -0.896 2.452
H 1.110 -2.229 1.116
H 3.152 1.316 -0.104
H 1.753 2.452 -0.786
H 2.092 2.145 0.881
H 0.455 -0.365 -2.417
H 2.284 -0.481 -2.133
H 1.051 -1.888 -1.700
H -1.509 -1.136 1.532
H -2.766 -0.311 0.678
```

ΔE to the lowest compared entry with this formula, charge and spin   1.079 eV
Total energy   -605.03419 Eh
Highest occupied orbital energy   -9.60 eV
M   142.3 g/mol
Kohn-Sham gap   10.521 eV
SMILES   CCC1([Si](C)(C)C)CC1

---

(2)
Entry from the Open Molecules 2025 dataset: a molecular structure, C43H22Cl2F5N10O4Ti in a non-equilibrium geometry (ωB97M-V with the def2-TZVPD basis set).

XYZ file:
```
87
Properties=species:S:1:pos:R:3
Ti 0.000 1.810 -0.393
Cl -4.067 7.033 -2.424
C -2.718 6.122 -1.828
C -2.803 4.734 -1.850
C -1.739 3.976 -1.387
N -1.656 2.568 -1.337
C -2.696 1.783 -1.744
O -3.623 2.075 -2.474
C -2.623 0.429 -1.099
C -3.668 -0.466 -1.206
C -3.620 -1.639 -0.468
C -2.527 -1.857 0.355
C -1.527 -0.901 0.418
N -1.554 0.216 -0.317
C -0.602 4.630 -0.882
C -0.508 6.009 -0.889
C -1.579 6.757 -1.361
Cl -1.451 8.484 -1.348
N 0.450 3.743 -0.580
C 1.747 4.095 -0.822
O 2.301 5.150 -0.602
C 2.453 3.001 -1.590
C 3.715 3.179 -2.114
C 4.181 2.249 -3.032
C 3.356 1.200 -3.405
C 2.115 1.074 -2.801
N 1.687 1.946 -1.891
H -3.684 4.261 -2.250
H -4.508 -0.203 -1.832
H -4.441 -2.345 -0.492
H -2.465 -2.734 0.984
H -0.702 -1.012 1.102
H 0.377 6.501 -0.517
H 4.281 4.052 -1.822
H 5.162 2.359 -3.474
H 3.661 0.481 -4.151
H 1.434 0.267 -3.037
F 4.608 -1.040 2.856
C 3.584 -0.509 2.143
C 3.492 0.859 2.003
C 2.447 1.371 1.243
C 1.500 0.561 0.597
C 1.652 -0.813 0.792
C 2.667 -1.362 1.572
H 4.203 1.505 2.501
H 2.376 2.456 1.193
H 0.968 -1.513 0.334
H 2.735 -2.429 1.744
F -0.528 -1.754 4.609
C -1.712 -1.418 4.070
C -2.664 -2.404 3.940
F -2.337 -3.628 4.387
C -3.895 -2.208 3.285
C -4.107 -0.869 2.912
C -3.154 0.115 3.057
F -3.445 1.340 2.578
C -1.900 -0.118 3.609
C -0.821 0.887 3.556
C -0.707 1.647 2.450
N -0.610 2.291 1.460
C 0.211 1.016 4.526
N 1.069 1.139 5.286
F -5.260 -0.515 2.318
C -4.799 -3.271 2.946
C -4.626 -4.609 3.382
N -4.536 -5.718 3.695
C -5.815 -3.104 1.977
N -6.655 -2.986 1.188
O 5.137 -3.985 0.877
C 5.180 -3.692 -0.500
N 3.908 -3.243 -1.022
C 3.087 -4.056 -1.747
O 3.399 -5.167 -2.129
C 1.742 -3.471 -2.077
C 0.677 -4.317 -2.359
C -0.557 -3.760 -2.644
C -0.686 -2.377 -2.637
N 0.328 -1.553 -2.377
C 1.513 -2.105 -2.121
H 5.202 -3.170 1.387
H 5.428 -4.612 -1.019
H 5.937 -2.932 -0.709
H 3.511 -2.417 -0.601
H 0.835 -5.387 -2.348
H -1.416 -4.381 -2.859
H -1.645 -1.910 -2.830
H 2.325 -1.410 -1.937
```

ΔE to the lowest compared entry with this formula, charge and spin   1.732 eV
Total energy   -4769.70626 Eh
Highest occupied orbital energy   -4.44 eV
M   956.5 g/mol
Kohn-Sham gap   4.665 eV
Net charge   -1